# 1
# C4H11NO2P3

A molecular structure, C4H11NO2P3 in a non-equilibrium geometry (ωB97M-V/def2-TZVPD, the OMol25 dataset).

The geometry in XYZ format:
```
21
Properties=species:S:1:pos:R:3
C 3.53702 0.64723 -0.07498
C -2.48588 1.13209 0.36338
C -0.12202 0.91219 -1.42528
C -1.10207 0.65681 0.67587
N -0.11692 0.52525 -0.07671
O 3.98702 0.71011 0.99379
O 3.37009 0.94457 -1.17925
P -0.90474 -2.29523 -0.63352
P 1.76128 -0.88039 0.61357
P 0.73764 -2.73153 0.66838
H -3.04420 0.71055 -0.49556
H -3.18527 1.22102 1.21929
H -2.48345 2.16608 0.10538
H -0.83786 1.62061 -1.79269
H 0.89781 1.31996 -1.39903
H 0.05011 0.17283 -2.27408
H -0.91961 0.30078 1.66437
H -1.39879 -3.63973 -0.55773
H -2.05530 -1.76107 0.36782
H 2.74267 -1.38853 1.37775
H 1.57246 -0.34360 1.85922
```

Properties
* HOMO-LUMO gap: 5.66 eV
* charge: -1

# 2
# C5H24NO5

6 unconnected molecules or ions with the total composition C5H24NO5 in a non-equilibrium geometry (ωB97M-V/def2-TZVPD, the OMol25 dataset).

The geometry in XYZ format:
```
35
Properties=species:S:1:pos:R:3
C -0.85139 -0.69064 -1.02688
C 0.34769 0.03979 -0.47531
C 0.42276 0.19043 1.04926
C -0.38883 1.45007 1.39757
C -0.16153 -0.96068 1.84312
N 1.56280 -0.76877 -0.91602
H -1.83210 -0.28071 -0.81582
H -0.79092 -1.74427 -0.72809
H -0.80727 -0.76645 -2.11605
H 0.44383 1.01406 -0.94923
H 1.45209 0.45862 1.30825
H -0.32792 1.75841 2.43879
H -1.41957 1.30212 1.07793
H -0.09829 2.34555 0.83828
H -0.32094 -0.67118 2.88248
H 0.35942 -1.91890 1.79934
H -1.18673 -1.15745 1.51396
H 1.34548 -1.76866 -0.89920
H 2.39543 -0.63942 -0.35010
H 1.81523 -0.54020 -1.87842
H 5.26891 -0.39898 1.29119
H 4.45843 -1.11417 2.34856
O 4.59826 -1.09359 1.39320
H 4.34974 -2.71675 -1.56207
H 4.26835 -1.90638 -0.18442
O 3.92280 -1.99443 -1.08866
H -4.58857 2.18463 -1.95439
H -3.91952 0.94863 -1.38501
O -3.95055 1.49228 -2.18110
H -1.57291 1.89590 -4.04352
H -2.23230 1.16226 -2.87936
O -1.36870 1.30477 -3.31112
H -4.19982 0.58574 2.41060
H -3.55093 1.83836 2.91540
O -3.44244 1.16002 2.23682
```

Properties
* HOMO-LUMO gap: 11.12 eV
* charge: +1

# 3
# C57H51BF3GeNaP3Si

A molecular structure, C57H51BF3GeNaP3Si (ωB97M-V/def2-TZVPD, the OMol25 dataset).

The geometry in XYZ format:
```
118
Properties=species:S:1:pos:R:3
Na -1.72744 -1.62676 -0.52295
F -0.90637 0.19454 0.20716
Ge -1.17084 1.91234 0.24201
C 0.52232 2.89635 0.19040
C 0.46504 4.17852 0.74857
C 1.58164 4.99384 0.81285
C 2.79686 4.52766 0.32688
C 2.86822 3.25677 -0.21790
C 1.74333 2.43197 -0.29938
P 1.84205 0.71051 -0.97251
C 2.73659 -0.10326 0.39978
C 2.01810 -1.04972 1.12451
C 2.60595 -1.69813 2.20457
C 3.91016 -1.40830 2.56299
C 4.63830 -0.46741 1.83880
C 4.05432 0.18079 0.76392
C 3.12787 0.91037 -2.26107
C 3.04027 1.96093 -3.17711
C 3.90518 2.03850 -4.25802
C 4.87633 1.06321 -4.44525
C 4.96346 0.00582 -3.55125
C 4.09060 -0.07588 -2.47390
C -1.95276 2.20569 2.04585
C -2.41203 3.48987 2.37628
C -3.06021 3.77370 3.56473
C -3.28072 2.75426 4.47455
C -2.79666 1.48983 4.19673
C -2.10837 1.19434 3.01746
P -1.32210 -0.49245 2.85351
C 0.09815 -0.23653 3.99240
C 0.75061 0.99195 4.08776
C 1.90671 1.12738 4.84546
C 2.42301 0.04100 5.53596
C 1.78562 -1.18920 5.44427
C 0.64692 -1.32972 4.66667
C -2.44681 -1.55967 3.83078
C -3.34923 -2.30074 3.06915
C -4.27326 -3.13864 3.67880
C -4.28953 -3.26137 5.05916
C -3.38210 -2.54221 5.82974
C -2.46849 -1.69623 5.22010
C -2.45342 2.25533 -1.21014
C -3.33258 3.29562 -0.87713
C -4.32255 3.76947 -1.71634
C -4.47733 3.17296 -2.95137
C -3.65212 2.11919 -3.28722
C -2.61549 1.63757 -2.46786
P -1.94764 0.23870 -3.55719
C -0.96530 1.33651 -4.67298
C -0.78922 0.92292 -5.99319
C -0.02099 1.66705 -6.87653
C 0.58322 2.84396 -6.45387
C 0.41222 3.26955 -5.14432
C -0.35708 2.52131 -4.26218
C -0.58108 -0.97856 -3.22264
C 0.75780 -0.70769 -3.51268
C 1.63460 -1.73274 -3.82741
C 1.18689 -3.04767 -3.86062
C -0.13182 -3.34157 -3.55227
C -1.00811 -2.31417 -3.23469
H -0.46474 4.56075 1.15561
H 1.50150 5.98366 1.24559
H 3.68486 5.14646 0.37615
H 3.81650 2.89785 -0.59775
H 1.00623 -1.31557 0.83397
H 2.03518 -2.44102 2.74711
H 4.36753 -1.91858 3.40238
H 5.66233 -0.24238 2.11228
H 4.63565 0.90015 0.19770
H 2.28203 2.72564 -3.04817
H 3.81478 2.85957 -4.95902
H 5.55356 1.12285 -5.28808
H 5.70811 -0.76782 -3.69458
H 4.15551 -0.91947 -1.79628
H -2.27413 4.31830 1.69672
H -3.40003 4.78213 3.76513
H -3.81009 2.94199 5.40038
H -2.94863 0.70571 4.92372
H 0.35994 1.85740 3.56491
H 2.40226 2.08984 4.89404
H 3.32148 0.14804 6.13146
H 2.18736 -2.05089 5.96471
H 0.17817 -2.30409 4.58046
H -3.32861 -2.23226 1.98548
H -4.96355 -3.70110 3.06272
H -5.00068 -3.92394 5.53766
H -3.38593 -2.64142 6.90877
H -1.76464 -1.14244 5.83051
H -3.27254 3.74884 0.09139
H -4.97237 4.57227 -1.39086
H -5.25115 3.49204 -3.63835
H -3.82808 1.62388 -4.23602
H -1.25100 -0.00118 -6.32450
H 0.10597 1.32758 -7.89763
H 1.17994 3.42844 -7.14371
H 0.88172 4.18569 -4.80413
H -0.48433 2.86439 -3.24174
H 1.10937 0.31569 -3.54852
H 2.66610 -1.49874 -4.06382
H 1.87193 -3.84637 -4.11799
H -0.48072 -4.36498 -3.55138
H -2.05331 -2.53500 -3.03566
F -5.18593 -0.76337 -0.01069
B -4.23171 -1.68928 -0.35249
F -4.73192 -2.92337 -0.00649
C 1.59050 -4.45363 -0.39714
Si -0.22075 -4.20640 0.26112
C -1.14095 -5.62706 -0.67727
C -0.00674 -5.09508 1.97263
H 1.85983 -5.51394 -0.51117
H 2.30190 -4.00793 0.30876
H 1.74854 -3.95894 -1.36084
H -0.56808 -6.56484 -0.66614
H -1.35951 -5.37466 -1.72044
H -2.10776 -5.81358 -0.19598
H 0.13308 -6.17737 1.84210
H -0.87709 -4.94840 2.62168
H 0.87244 -4.71570 2.50987
```

Properties
* HOMO-LUMO gap: 4.84 eV
* charge: -1

# 4
# C44H57GeN3O9S5SbSi3Tl

A molecular structure, C44H57GeN3O9S5SbSi3Tl in a non-equilibrium geometry (ωB97M-V/def2-TZVPD, the OMol25 dataset).

The geometry in XYZ format:
```
124
Properties=species:S:1:pos:R:3
Tl 1.74940 1.28785 -0.38626
C -6.31518 -2.21211 -2.82578
C -4.90552 -1.79480 -2.50288
C -4.64758 -0.66877 -1.73187
C -3.34275 -0.29032 -1.44422
C -2.29179 -1.05018 -1.92637
C -2.52864 -2.15276 -2.72969
C -3.82993 -2.52752 -3.00705
S -0.60211 -0.48911 -1.57226
O 0.11258 -0.54798 -2.86430
C -0.12057 -1.94797 -0.62944
C -0.61035 -1.85556 0.68910
C -0.40453 -2.85357 1.58689
C 0.38296 -3.96744 1.23220
C 0.64727 -5.00740 2.15032
C 1.46545 -6.05071 1.81534
C 2.06763 -6.08969 0.54750
C 1.80106 -5.11667 -0.37664
C 0.92758 -4.04579 -0.07549
C 0.61940 -3.04827 -1.06084
C 0.99138 -3.42373 -2.47577
C 0.23987 -4.49925 -3.05308
C -0.85221 -5.09874 -2.37845
C -1.54993 -6.13544 -2.93874
C -1.19777 -6.62925 -4.20462
C -0.16318 -6.05842 -4.89456
C 0.57313 -4.98210 -4.34889
C 1.65141 -4.40567 -5.04805
C 2.37359 -3.39479 -4.48595
C 2.03662 -2.89711 -3.22046
S 3.19205 -1.80388 -2.38469
O 4.42036 -2.62944 -2.30730
C 3.61319 -0.60425 -3.70130
C 2.74424 -0.14907 -4.79150
C 3.32793 0.83386 -5.75882
C 4.69280 1.32150 -5.53454
C 5.22776 2.32529 -6.50591
C 5.36575 0.92369 -4.43943
C 4.83170 -0.05508 -3.53175
H -7.03964 -1.60928 -2.28026
H -6.47158 -3.26087 -2.56893
H -6.51628 -2.10378 -3.89350
H -5.47040 -0.06937 -1.36111
H -3.13413 0.59718 -0.85791
H -1.69423 -2.70473 -3.13674
H -4.01516 -3.39685 -3.62824
H -1.17028 -0.97096 0.96764
H -0.81627 -2.78528 2.58608
H 0.19857 -4.95636 3.13530
H 1.66337 -6.83975 2.53005
H 2.75636 -6.88836 0.30372
H 2.27698 -5.14442 -1.34752
H -1.13442 -4.73231 -1.40093
H -2.37810 -6.57828 -2.39964
H -1.74681 -7.45842 -4.63375
H 0.11791 -6.43809 -5.87019
H 1.90959 -4.79293 -6.02670
H 3.23885 -2.98546 -4.99364
H 1.99337 -0.84190 -5.14451
H 2.98999 0.79795 -6.78953
H 5.07022 1.99494 -7.53547
H 6.28947 2.49714 -6.33811
H 4.70135 3.27461 -6.37011
H 6.35370 1.31868 -4.23912
H 5.45164 -0.39662 -2.70977
S 2.53145 6.93983 -1.58916
Sb 2.19295 4.76267 -1.00923
S 2.03439 1.54312 -4.66676
S 1.38711 5.12187 1.31049
O 1.08103 0.18690 1.99584
H 1.88544 -0.35650 1.96495
H 1.40143 1.11526 2.18408
O 4.00875 2.85394 0.22670
H 4.63481 2.11035 0.32986
H 3.47768 2.87580 1.06282
O 1.93822 2.66090 1.90177
N 1.07435 3.71736 2.14988
O -0.92120 3.41956 -1.33571
C -1.04974 3.07148 -0.20297
N -1.26739 2.62973 0.87929
O 5.49913 0.43678 0.55417
N 4.76395 -0.46373 1.01579
O 5.22958 -1.38336 1.68305
O 3.51233 -0.43529 0.77457
C 2.24837 1.86174 4.73463
Si 0.36064 1.80190 4.55508
C -0.20310 0.00100 4.84438
C -0.30093 2.73974 6.09531
Ge -0.96721 2.95947 2.82611
Si -3.19830 1.83736 3.05783
C -4.43886 2.76217 1.92789
C -3.95445 1.95359 4.82207
C -3.53911 -0.00832 2.63337
Si -1.52927 5.31176 3.19427
C -0.17186 6.30091 4.09345
C -3.01390 5.48367 4.39718
C -2.07537 6.21955 1.61359
H 2.55403 1.58184 5.74679
H 2.61586 2.86723 4.52729
H 2.74170 1.19121 4.03252
H -0.30607 -0.21972 5.90983
H 0.50790 -0.70089 4.41141
H -1.16937 -0.17732 4.36982
H 0.12220 2.35002 7.02475
H -1.38805 2.64162 6.15543
H -0.06848 3.80476 6.04134
H -4.56337 3.80078 2.24122
H -5.42810 2.29706 1.90379
H -4.04890 2.78791 0.90788
H -3.67823 2.88735 5.31373
H -3.59393 1.13317 5.44757
H -5.04623 1.90153 4.80068
H -3.42043 -0.20588 1.56682
H -4.55905 -0.28261 2.91543
H -2.86482 -0.68649 3.16069
H 0.21312 5.73891 4.94628
H -0.54323 7.26156 4.45981
H 0.66316 6.48478 3.42152
H -2.78365 5.03490 5.36610
H -3.91075 4.99697 4.01075
H -3.25253 6.53642 4.56782
H -1.46498 5.89802 0.77056
H -1.95637 7.30105 1.70360
H -3.11949 6.00872 1.37044
```

Properties
* HOMO-LUMO gap (spin up / spin down): 4.13 / 4.13 eV
* charge: -2

Energy above the lowest of the compared OMol25 structures with the same formula, charge and spin, record by record: 5.8, 0.0, 23.9, 15.0 kcal per mole